# 1
Below is 3 unconnected molecules or ions with the total composition C21H42NO10P2, with properties calculated with wB97M-V/def2-TZVPD.

Total charge: +1
Lowest unoccupied orbital energy: -5.02 eV
Maximum force: 8.52 eV/A
E_tot: -2315.0472 Ha

Last column: Löwdin charge in e.
Cartesian coordinates (Å):
P  0.08528  2.32190  3.31221  0.500
P  -4.17465  -4.95223  -0.89739  0.621
O  -0.11177  2.43525  1.85291  -0.218
O  4.71131  1.44320  -4.14951  0.009
O  -3.40636  -3.75292  -1.73094  -0.214
O  -4.74431  -5.67275  -2.23025  -0.228
O  -3.75210  -4.69111  0.51010  -0.216
O  5.35685  -0.34823  -2.95255  0.202
O  1.65613  1.90682  3.51736  -0.199
O  -0.18506  2.98057  4.72800  -0.196
O  -5.68775  -4.31105  -0.69839  -0.267
O  -0.66574  0.93373  3.66594  -0.223
N  5.99585  3.39225  0.18010  0.120
C  3.27936  3.26368  -4.92216  -0.208
C  5.16186  0.82785  -3.04344  -0.437
C  2.65400  2.86045  3.18685  -0.309
C  -0.63203  -0.81559  1.97400  -0.067
C  -5.86533  -3.91689  -3.58748  -0.072
C  -0.52588  2.26820  5.93789  -0.235
C  2.05803  4.10416  -4.49791  -0.087
C  5.30795  1.28719  -0.58209  0.069
C  6.19391  3.85326  -1.05975  0.008
C  5.93764  3.04236  -2.13841  0.060
C  3.40817  2.05500  -4.00252  -0.173
C  5.48913  1.75001  -1.87836  -0.062
C  -5.97287  -2.60030  1.00329  -0.074
C  -5.91168  -5.30214  -2.98828  -0.250
C  0.51927  1.28651  6.41054  -0.071
C  -2.01639  -3.90166  -1.99756  -0.296
C  -1.73853  -5.01479  -2.99290  -0.082
C  -1.45693  0.21665  2.71329  -0.262
C  5.57935  2.15223  0.44914  0.005
C  -6.25686  -4.02761  0.57621  -0.282
C  2.68985  4.04359  4.13923  -0.074
H  -6.52892  -1.90125  0.37587  0.075
H  6.17242  4.02151  0.95412  0.189
H  2.50269  3.20088  2.15430  0.105
H  4.95074  0.28095  -0.42271  0.148
H  1.88256  4.08159  -3.42319  0.071
H  3.19690  2.38482  -2.97962  0.120
H  -5.96237  -6.03226  -3.79773  0.121
H  3.61033  2.33095  3.22816  0.100
H  -1.19831  -1.23854  1.14373  0.076
H  5.41455  1.80741  1.45906  0.143
H  1.47842  1.78427  6.55962  0.075
H  -0.68033  -5.03835  -3.25636  0.078
H  3.53857  4.69311  3.91588  0.074
H  -1.48179  -4.08335  -1.05933  0.109
H  2.76690  3.70412  5.17126  0.080
H  -6.80651  -5.44898  -2.38962  0.115
H  1.17398  3.70221  -4.99166  0.080
H  6.06416  3.40241  -3.14766  0.141
H  -1.49872  1.79534  5.82652  0.118
H  -2.24605  -0.28267  3.27661  0.122
H  0.29950  -0.39898  1.58917  0.070
H  0.67763  0.47484  5.70439  0.071
H  -7.33490  -4.17043  0.47423  0.118
H  -0.64798  3.04323  6.69437  0.123
H  4.17914  3.87235  -4.83763  0.104
H  -4.91707  -2.35290  0.89235  0.067
H  0.19853  0.85057  7.35701  0.088
H  -6.75992  -3.75929  -4.19197  0.085
H  -2.32669  -4.87673  -3.89953  0.078
H  -5.91508  -4.74141  1.32300  0.105
H  -2.00420  -5.99166  -2.58042  0.071
H  -1.66142  -2.95296  -2.40094  0.115
H  6.52782  4.86779  -1.21694  0.153
H  -4.98598  -3.79921  -4.22186  0.076
H  -5.82955  -3.13704  -2.83114  0.069
H  -6.26567  -2.44094  2.04193  0.076
H  1.78068  4.64141  4.06188  0.075
H  -0.35076  -1.62531  2.64937  0.079
H  3.11340  2.88141  -5.92628  0.118
H  2.18716  5.12422  -4.85066  0.076
H  2.65599  1.30831  -4.25999  0.144
H  -1.94957  0.90096  2.02524  0.108

Cartesian forces (eV/Å) of the 6 atoms listed first:
0.55 -5.50 0.72
-4.96 6.85 -1.04
-0.33 2.88 0.52
0.03 -0.09 0.35
0.29 -0.90 0.26
2.37 -2.21 0.94

# 2
Below is 7 unconnected molecules or ions with the total composition C21H42O9, with properties calculated with wB97M-V/def2-TZVPD.

Lowest unoccupied orbital energy: 0.20 eV
ΔE to the lowest compared entry with this formula, charge and spin: 83.8 kJ/mol
Maximum force: 4.99 eV/A
E_tot: -1502.4350 Ha

Last column: Löwdin charge in e.
Cartesian coordinates (Å):
O  1.94202  2.95359  5.22186  0.055
O  -1.40346  -1.56704  -3.71902  0.063
O  1.57174  -1.24727  0.58933  0.051
O  -0.71338  -1.55656  0.36219  0.019
O  -3.75977  -4.72784  -0.57478  0.059
O  -2.16181  1.43419  0.38410  0.019
O  1.27768  4.82484  -1.53282  0.038
O  0.49504  -1.44000  -1.37647  0.011
O  0.42446  -2.23154  4.58234  0.031
C  -1.87351  0.55744  -4.65927  -0.022
C  0.51108  -1.40601  -0.08154  -0.581
C  -1.68121  2.29989  -0.43600  -0.454
C  0.03187  -0.92278  -5.47975  -0.033
C  1.72580  2.03488  4.43861  -0.435
C  -1.09596  -0.74011  -4.57288  -0.493
C  -0.97926  -1.61310  1.73111  -0.028
C  2.40966  2.79649  -0.91398  -0.037
C  2.20893  -3.04766  3.28178  -0.035
C  2.44247  -2.78413  5.84814  -0.019
C  -3.95912  -2.56025  -1.69774  -0.019
C  -1.28316  1.90288  -1.78896  -0.032
C  2.51744  0.70608  4.45218  -0.012
C  1.60723  -0.95917  -2.12463  -0.012
C  -1.50394  3.71572  -0.09472  -0.025
C  -4.85058  -2.96665  0.65404  -0.037
C  -3.98487  -3.54358  -0.46477  -0.460
C  1.91115  3.80833  -1.85058  -0.464
C  1.59399  -2.63106  4.56942  -0.487
C  0.89060  2.17162  3.16517  -0.022
C  2.55706  3.72365  -3.28673  -0.014
H  0.75646  3.21230  2.87003  0.078
H  3.47963  -2.53033  5.62907  0.081
H  3.37103  0.71710  5.12994  0.082
H  -3.47757  -1.66849  -1.29651  0.064
H  1.87189  0.06049  -1.84470  0.079
H  -4.49964  -3.18785  1.66202  0.078
H  -1.94370  -2.09409  1.89414  0.096
H  -0.20440  2.02236  -1.88955  0.078
H  -5.85840  -3.34857  0.49108  0.086
H  -1.78453  2.54038  -2.51719  0.095
H  1.40719  1.68212  2.33957  0.063
H  -1.01627  -0.62486  2.18951  0.094
H  2.66082  2.67301  -3.55782  0.065
H  2.35334  -3.79824  6.23767  0.085
H  3.57990  4.09558  -3.22709  0.083
H  2.93219  0.56920  3.45351  0.076
H  -0.11038  1.77172  3.32707  0.086
H  -0.07495  -0.46234  -6.46193  0.087
H  1.93715  -2.16800  6.59187  0.081
H  0.90363  -0.41621  -5.06557  0.081
H  -4.98958  -2.34846  -1.98304  0.084
H  2.33127  -2.17475  2.64056  0.071
H  -1.96516  3.87446  0.88004  0.088
H  -0.19840  -2.18683  2.23030  0.065
H  -4.99049  -1.90107  0.47218  0.068
H  -1.58407  0.86563  -1.93614  0.082
H  3.27023  2.26386  -1.31874  0.086
H  2.73936  3.32286  -0.01825  0.100
H  -2.15383  4.25556  -0.78342  0.097
H  -1.30346  1.38004  -4.22744  0.058
H  3.08203  -3.68206  3.43454  0.080
H  1.92843  -0.18583  4.66580  0.054
H  -2.21716  0.88819  -5.63937  0.088
H  0.20469  -1.98067  -5.67749  0.099
H  1.69314  2.05434  -0.56196  0.072
H  -2.70414  0.42152  -3.96666  0.084
H  -3.27562  -2.97549  -2.43835  0.065
H  1.32768  -1.18322  -3.15408  0.072
H  2.52005  -1.51995  -1.92372  0.099
H  2.04499  4.38292  -3.98762  0.078
H  1.60982  -3.78499  2.74744  0.092
H  -0.52138  4.18384  -0.03534  0.075

Cartesian forces (eV/Å) of the 6 atoms listed first:
-0.67 -1.53 -0.98
0.55 0.86 -1.15
-2.97 -0.22 -1.36
-0.32 -0.02 -1.26
0.78 0.65 0.49
1.67 3.26 -2.86

# 3
Below is 16 unconnected molecules or ions with the total composition C21H43B3Cl31IO3, with properties calculated with wB97M-V/def2-TZVPD.

Lowest unoccupied orbital energy: 0.19 eV
ΔE to the lowest compared entry with this formula, charge and spin: 0.0 kJ/mol
Maximum force: 0.97 eV/A
E_tot: -15690.1539 Ha

Last column: Löwdin charge in e.
Cartesian coordinates (Å):
I  -4.14722  -1.89303  -0.76308  0.968
Cl  -7.13633  1.35381  6.07666  0.501
Cl  5.98931  -0.25806  -4.47574  0.516
Cl  -3.24729  -3.90855  -3.88105  0.550
Cl  8.14883  5.00435  7.28907  0.500
Cl  4.13000  1.80345  5.25623  0.501
Cl  -5.94552  -0.51254  4.14345  0.491
Cl  11.58833  6.08514  1.67072  0.523
Cl  1.49391  1.05685  6.28558  0.491
Cl  -2.93651  -8.60891  -6.11968  0.505
Cl  8.49840  2.90231  -0.85190  0.489
Cl  -7.45044  2.80156  2.07030  0.540
Cl  5.50880  -2.02400  3.40534  0.533
Cl  4.88988  -4.13449  0.25532  0.511
Cl  6.11114  -5.65316  -1.93670  0.524
Cl  -3.71350  3.00984  4.26332  0.498
Cl  9.44484  -1.91421  0.17953  0.510
Cl  12.29984  7.28841  -0.90797  0.501
Cl  7.27535  -0.02178  0.74278  0.482
Cl  -0.31655  -0.80221  -3.30625  0.522
Cl  -2.85362  3.95214  1.62489  0.507
Cl  8.79612  3.15082  5.09748  0.494
Cl  -5.18390  -6.78526  -6.61940  0.514
Cl  -2.89167  -1.20178  2.51200  0.463
Cl  -0.62015  -2.40790  3.90941  0.535
Cl  9.45921  3.48291  1.88680  0.463
Cl  -2.53502  1.00749  -3.97632  0.532
Cl  2.69534  -1.43442  4.01839  0.490
Cl  -5.87673  4.08352  -0.02647  0.534
Cl  1.85331  -2.32335  -0.08203  0.527
Cl  5.14328  -1.23093  -1.83353  0.508
Cl  -0.13980  -0.21262  0.34694  0.527
O  -7.87225  -1.36220  -4.95529  0.250
O  -8.15550  -0.12846  -2.94142  0.250
O  -6.57303  -1.86999  -3.03128  0.242
C  -1.83098  -1.11460  3.92439  -0.973
C  9.83989  3.46228  0.16172  -1.027
C  4.64675  -4.87279  -1.33935  -1.018
C  0.25560  -1.92260  0.56915  -0.997
C  -5.14928  0.00606  -0.63315  -0.718
C  -4.14233  1.09405  -0.20530  -0.202
C  3.10793  1.64329  6.69281  -1.015
C  5.71087  0.15094  -2.78009  -1.012
C  -4.08019  -7.46267  -5.41215  -1.026
C  -6.28084  -3.37860  -5.09802  -0.082
C  7.79821  -1.70906  0.79688  -1.050
C  -4.97238  -2.94689  -5.78584  -0.259
C  -1.44718  0.40766  -2.70499  -1.059
C  -5.82136  0.36190  -1.96046  -0.129
C  -7.42514  0.26878  4.71057  -1.033
C  -3.06940  4.36714  3.32969  -1.007
C  12.11176  7.54978  0.83240  -1.014
C  -7.45735  3.43288  0.41456  -0.985
C  3.91638  -1.60670  2.75041  -1.027
C  -3.85100  -2.53340  -4.84036  -0.582
C  7.52427  4.02648  5.95271  -1.030
B  -8.43358  -0.28788  -4.29031  -0.299
B  -6.93547  -2.19077  -4.32824  -0.530
B  -6.88467  -0.59545  -2.60315  -0.571
H  4.95274  0.92307  -2.73337  0.028
H  -8.11900  -0.50102  5.02576  0.025
H  -4.62552  1.77424  0.49695  0.008
H  10.09156  4.47152  -0.14015  -0.015
H  -0.87819  1.24556  -2.32105  0.020
H  7.03776  4.68923  5.24715  0.026
H  -5.90534  -0.10309  0.14920  0.079
H  7.12686  -2.29170  0.17682  -0.038
H  -2.42014  -1.21366  4.82829  0.027
H  -5.17042  -2.09757  -6.45369  0.125
H  -7.83187  0.85281  3.89376  -0.040
H  0.27006  -2.11022  1.63082  -0.068
H  -6.97603  -3.67826  -5.89265  0.116
H  6.64681  0.48359  -2.34537  -0.001
H  -6.29309  1.34732  -1.82479  0.108
H  -3.24301  0.67839  0.25414  0.008
H  6.83025  3.30406  6.36111  -0.001
H  -2.99721  -2.15046  -5.40511  0.070
H  -4.14396  -1.75572  -4.12528  0.035
H  -6.10960  -4.24191  -4.44637  0.100
H  -2.10538  4.64172  3.73987  0.023
H  7.77232  -2.04008  1.82717  -0.019
H  -1.31332  -0.16246  3.89254  0.027
H  -8.19039  4.22798  0.35449  0.026
H  13.06843  7.85768  1.23622  0.024
H  3.60271  -2.39921  2.08269  -0.058
H  -5.02874  0.49939  -2.71305  0.083
H  -9.08502  0.51561  -4.87704  0.114
H  10.67288  2.78659  0.00907  0.030
H  -4.59543  -3.78321  -6.38654  0.085
H  11.35702  8.31258  0.97952  0.024
H  4.36729  -4.08823  -2.03306  -0.003
H  -3.84863  1.68324  -1.08287  0.069
H  -2.05732  -0.04606  -1.93642  -0.069
H  3.86623  -5.61784  -1.24625  0.028
H  -4.67244  -7.98395  -4.67002  0.025
H  4.00071  -0.66287  2.22433  0.029
H  -3.77563  5.18636  3.39049  0.025
H  3.57258  0.92772  7.36003  0.027
H  -0.49587  -2.51601  0.06120  0.026
H  3.01291  2.61758  7.15583  0.023
H  -3.52340  -6.64946  -4.96291  -0.017
H  -7.70549  2.62218  -0.26148  0.016

Cartesian forces (eV/Å) of the 6 atoms listed first:
-0.01 -0.12 -0.06
0.02 0.01 0.00
0.00 -0.01 0.01
0.05 -0.23 0.11
0.02 0.01 0.00
0.08 0.07 0.02

- Which value of lowest unoccupied orbital energy does entry 3 give?
  0.19 eV